Entry 1:
C11H25ClN4OP | wB97M-V/def2-TZVPD

* charge: +1
* E: -41624.347 eV

Last column: Mulliken charge in e.
Cartesian coordinates (Å):
Cl: -3.652 -1.693 3.879  -0.163
P: -0.631 -2.749 1.760  0.398
O: 0.729 -3.173 2.006  -0.490
N: -0.017 -0.185 2.231  -0.528
N: -0.597 -1.016 1.223  0.546
N: 0.184 2.378 -0.833  -0.509
N: 1.582 -1.534 -0.826  -0.685
C: 2.366 -0.802 -0.414  0.319
C: -1.897 -0.506 0.651  -0.823
C: 3.363 0.118 0.125  -0.176
C: -0.792 2.979 -4.125  -0.425
C: 0.125 2.168 -1.961  0.258
C: 4.583 -0.625 0.683  -0.527
C: -2.984 -0.215 1.673  -0.533
C: 4.239 -1.509 1.878  -1.048
C: -3.798 -1.432 2.118  -0.547
C: -2.253 2.990 -3.693  -1.134
C: 0.039 1.915 -3.398  -0.355
H: -1.726 0.367 0.031  0.218
H: -2.354 3.242 -2.635  0.328
H: 3.669 0.799 -0.671  0.317
H: 1.052 1.892 -3.804  0.311
H: -2.719 2.017 -3.860  0.299
H: 5.039 -1.229 -0.102  0.313
H: -3.491 -2.334 1.597  0.311
H: -1.467 -2.770 2.887  0.139
H: 0.070 -0.656 3.123  0.260
H: -0.734 2.781 -5.195  0.318
H: 2.898 0.726 0.902  0.312
H: -0.353 3.964 -3.960  0.307
H: -2.616 0.335 2.528  0.431
H: 5.137 -1.984 2.269  0.347
H: 3.538 -2.300 1.604  0.287
H: -0.494 0.704 2.295  0.268
H: -4.852 -1.305 1.928  0.383
H: -2.813 3.731 -4.262  0.336
H: 3.791 -0.922 2.683  0.273
H: -2.268 -1.281 -0.012  0.518
H: -0.388 0.924 -3.561  0.300
H: 5.323 0.117 0.982  0.335
H: -1.244 -3.350 0.649  0.119
H: -3.673 0.465 1.182  0.344
H: 0.080 -1.037 0.442  0.047

Cartesian forces, eV/Å:
Cl 0.058 -0.195 -0.017
P 0.343 -0.562 -0.133
O 0.880 -0.193 0.364
N 0.527 0.110 -0.106
N -0.786 0.271 0.018
N -0.081 -0.196 0.172
N -0.415 0.051 0.116
C 0.027 0.209 0.111
C -0.715 -0.166 0.173
C 0.406 0.084 -0.075
C -0.256 0.074 0.008
C -0.001 -0.105 -0.051
C 0.046 -0.204 0.237
C -0.278 -0.020 -0.312
C -0.023 -0.004 -0.082
C 0.208 0.192 0.356
C 0.060 -0.007 0.032
C 0.085 0.151 -0.270
H 0.595 0.197 0.091
H 0.009 -0.007 0.005
H -0.099 -0.016 -0.060
H 0.041 -0.020 0.086
H -0.009 0.003 -0.010
H -0.018 0.046 -0.056
H 0.040 -0.248 0.058
H -0.326 0.360 -0.277
H -0.143 -0.015 0.012
H 0.082 -0.042 0.003
H -0.129 -0.058 -0.013
H 0.072 -0.024 0.006
H 0.125 0.065 0.235
H -0.002 -0.006 0.020
H -0.026 0.015 0.013
H -0.088 -0.060 -0.022
H -0.227 0.088 -0.073
H -0.025 -0.003 0.004
H 0.004 0.001 0.009
H 0.171 -0.173 -0.267
H -0.018 -0.022 0.090
H -0.036 0.074 -0.068
H -0.341 0.302 0.042
H -0.040 0.190 -0.146
H 0.301 -0.138 -0.223

***

Entry 2:
C34H58FeN2O4Si | wB97M-V/def2-TZVPD

* relative energy (zero: lowest compared OMol25 entry of this formula, charge and spin): 0.000 eV
* charge: +1
* 2S+1: 6
* <S²>: 8.777

Last column: Mulliken charge in e.
Cartesian coordinates (Å):
Fe: 0.845 -1.933 -0.305  0.155
Si: -2.427 1.311 -2.890  0.202
O: -0.037 -4.254 -1.853  -0.552
O: -1.845 3.287 -0.083  0.063
O: -0.894 -2.296 -1.094  -0.198
O: -2.756 1.055 1.459  -0.235
N: 1.753 -2.872 1.106  1.425
N: 2.445 -1.290 -1.049  1.250
C: -1.298 0.894 -1.425  4.403
C: -3.057 -1.305 2.242  -1.251
C: 1.789 -2.179 3.464  1.222
C: -4.192 1.126 -2.274  -1.034
C: 2.338 0.003 -1.665  0.070
C: 2.896 -3.525 0.823  0.825
C: -1.426 1.060 1.999  1.083
C: 3.063 -1.428 3.241  -1.441
C: 1.184 -2.912 2.421  -0.756
C: 0.230 4.481 0.348  -1.356
C: -0.481 -3.737 3.971  -0.601
C: 2.557 2.407 -1.524  -0.698
C: -0.556 -4.599 1.643  -1.635
C: 1.874 0.115 -2.992  0.972
C: 3.715 -3.164 -0.251  -2.314
C: 1.214 -2.198 4.733  -0.973
C: -3.216 4.834 1.221  -1.231
C: 4.709 -1.575 -1.924  -1.501
C: -2.211 3.068 -3.537  -0.939
C: 0.062 -3.725 2.688  1.377
C: -3.285 -0.244 1.177  0.218
C: -0.956 -3.424 -1.768  0.050
C: 3.151 1.050 0.494  -1.320
C: 3.577 -2.014 -1.038  1.296
C: -1.298 2.155 3.022  -1.507
C: 1.502 -1.107 -3.768  -1.430
C: 2.687 1.152 -0.925  0.792
C: -0.918 4.256 -0.607  0.187
C: -3.178 3.779 0.146  -0.161
C: 0.084 -2.974 4.993  -0.846
C: -2.124 0.155 -4.335  -1.042
C: 3.325 -4.657 1.717  -1.497
C: 1.764 1.385 -3.568  -0.820
C: 2.093 2.529 -2.835  -1.129
H: -0.732 1.225 1.160  -0.559
H: -0.545 3.862 -1.565  -0.324
H: -1.200 3.120 2.519  -0.063
H: -4.348 1.609 -1.302  0.205
H: -3.593 4.156 -0.805  0.323
H: 2.004 3.517 -3.294  0.441
H: 2.482 -5.314 1.974  0.269
H: 3.271 -0.798 4.115  0.443
H: 3.928 -2.097 3.117  0.305
H: 4.081 -5.259 1.198  0.510
H: -3.756 2.900 0.448  0.008
H: 0.688 -1.673 -3.289  -0.004
H: -1.452 -4.129 1.210  0.119
H: -4.364 -0.083 1.012  0.302
H: 5.051 -0.555 -1.694  0.291
H: -1.936 -3.576 -2.264  0.360
H: -1.354 -4.364 4.167  0.482
H: 3.652 1.979 0.795  0.559
H: 3.862 0.228 0.638  0.528
H: -4.886 1.578 -2.995  0.403
H: 1.684 -1.607 5.520  0.425
H: -2.113 -1.831 2.072  0.022
H: -2.785 4.451 2.151  0.242
H: -3.060 -0.896 3.254  0.345
H: -4.259 5.098 1.412  0.429
H: 3.778 -4.294 2.653  0.244
H: -1.161 3.278 -3.784  0.271
H: -4.452 0.065 -2.168  0.297
H: 5.559 -2.252 -1.785  0.497
H: -2.155 2.192 3.704  0.321
H: -3.853 -2.047 2.166  0.478
H: -1.990 -0.880 -3.995  0.216
H: -1.276 -0.191 -1.245  -0.820
H: 0.788 3.554 0.524  0.077
H: 4.430 -1.603 -2.988  0.260
H: -0.269 1.251 -1.575  -1.200
H: -1.165 0.088 2.454  0.418
H: -2.984 0.179 -5.021  0.399
H: -0.400 1.974 3.617  0.421
H: 2.351 -1.795 -3.881  0.251
H: -2.679 5.734 0.908  0.325
H: -2.802 3.192 -4.457  0.460
H: -0.127 4.875 1.307  0.376
H: -2.853 -0.592 0.220  -0.061
H: 2.836 3.293 -0.950  0.475
H: -0.349 -2.988 5.992  0.454
H: 0.126 -4.841 0.820  0.274
H: -1.440 5.207 -0.813  0.481
H: 2.309 0.899 1.189  0.070
H: 4.606 -3.768 -0.412  0.438
H: -0.885 -5.542 2.103  0.584
H: -2.547 3.830 -2.822  0.183
H: 0.913 5.215 -0.092  0.439
H: 3.017 -0.779 2.357  0.021
H: 1.421 1.467 -4.600  0.483
H: -1.227 0.446 -4.898  0.247
H: 1.166 -0.821 -4.771  0.505
H: -1.704 1.422 -0.508  -2.069

Cartesian forces, eV/Å:
Fe -1.166 -0.803 -0.350
Si -0.007 0.158 0.482
O -1.099 1.808 0.422
O -0.099 1.132 0.091
O 0.795 -0.381 0.198
O 0.322 -0.670 0.777
N 0.515 0.123 -0.074
N 0.583 0.120 0.135
C -0.175 0.332 0.703
C 0.000 -0.168 -0.096
C -0.132 -0.138 -0.202
C -0.105 -0.085 -0.143
C 0.172 0.780 -0.603
C -0.582 -0.018 0.510
C -0.305 -0.406 -0.400
C 0.347 0.444 0.021
C -0.468 -0.631 0.889
C 0.070 0.162 0.127
C 0.191 0.267 0.348
C -0.065 -0.142 -0.255
C -0.303 -0.337 -0.286
C 0.115 0.199 0.306
C 0.121 -0.012 -0.225
C -0.116 -0.202 -0.128
C -0.172 0.120 0.108
C 0.513 -0.201 0.013
C 0.041 0.047 0.011
C 0.188 0.281 -0.079
C -0.146 0.338 -0.601
C 0.828 -1.047 -0.072
C 0.230 0.114 0.337
C -0.334 0.429 -0.562
C 0.199 0.290 0.103
C -0.114 -0.328 -0.319
C -0.288 -0.108 -0.237
C -0.525 -0.317 -0.099
C 0.355 -0.255 -0.320
C -0.046 0.016 -0.262
C -0.029 -0.144 -0.092
C 0.280 -0.245 -0.036
C 0.085 0.045 0.387
C 0.077 -0.204 -0.011
H 0.068 0.028 0.224
H -0.066 0.136 0.221
H -0.038 -0.113 0.183
H 0.096 -0.069 -0.207
H 0.065 -0.013 0.232
H 0.020 -0.332 0.154
H 0.162 0.325 -0.039
H 0.014 -0.109 -0.256
H -0.244 0.143 0.002
H -0.172 0.153 0.164
H 0.182 0.194 -0.070
H 0.192 0.172 -0.142
H 0.205 -0.082 0.055
H 0.447 -0.011 0.094
H -0.271 -0.263 -0.017
H 0.360 -0.025 0.141
H 0.287 0.186 -0.032
H -0.130 -0.219 -0.032
H -0.123 0.140 0.000
H 0.047 -0.146 0.156
H -0.173 -0.202 -0.146
H -0.034 0.021 0.203
H -0.085 0.123 -0.154
H -0.074 -0.005 -0.076
H 0.071 0.135 0.043
H -0.240 -0.043 -0.269
H -0.164 -0.004 -0.007
H -0.031 0.151 -0.008
H -0.158 0.187 -0.069
H 0.116 -0.130 -0.190
H 0.024 -0.013 0.055
H -0.043 0.122 -0.085
H -0.076 0.309 -0.228
H -0.157 0.102 0.018
H -0.071 0.078 0.345
H -0.105 -0.009 -0.029
H -0.254 0.276 -0.106
H 0.262 -0.022 0.098
H 0.048 0.146 0.042
H -0.206 0.107 0.021
H -0.094 -0.043 0.171
H 0.144 -0.045 0.197
H 0.106 -0.096 -0.169
H -0.245 -0.004 0.236
H -0.112 -0.247 -0.197
H 0.084 -0.003 -0.217
H -0.133 0.038 0.123
H 0.181 -0.301 -0.012
H 0.159 0.012 -0.190
H -0.237 0.213 0.072
H 0.098 0.269 -0.202
H 0.069 -0.205 -0.161
H 0.036 -0.049 0.101
H 0.025 -0.245 0.262
H 0.059 0.002 0.292
H -0.161 -0.063 0.067
H 0.039 -0.159 0.217
H 0.484 -0.859 -1.400

***

Entry 3:
C35H28Cl3GeMnN3O3 | wB97M-V/def2-TZVPD

* charge: 0
* 2S+1: 4
* E: -172764.850 eV
* <S²>: 3.798

Last column: Mulliken charge in e.
Cartesian coordinates (Å):
Ge: 0.012 1.637 -0.611  1.139
Mn: 0.084 -1.724 -0.224  -0.338
Cl: 0.946 -5.178 -3.637  -0.119
Cl: 2.321 -2.708 -4.239  -0.139
Cl: -0.509 -2.968 -4.797  -0.114
O: 0.061 -1.667 -2.223  -0.355
O: 0.826 -3.497 -1.271  -0.596
O: -1.550 -2.591 0.147  -0.904
N: -0.837 -2.498 2.305  -1.497
N: 0.224 -1.991 1.650  1.423
N: 1.947 -1.178 0.057  0.436
C: 4.206 -0.784 -0.592  -0.937
C: 1.848 1.389 -4.479  -0.686
C: 2.880 -1.002 -0.883  -0.055
C: 3.484 3.229 1.377  -0.658
C: -0.728 -0.063 -0.007  0.156
C: -3.045 -3.360 1.828  0.436
C: -3.367 -3.468 3.179  -0.252
C: -5.204 -4.239 1.240  -0.726
C: -2.603 2.900 0.038  -0.335
C: 1.686 1.575 -3.112  -0.232
C: 2.647 2.761 0.369  -0.322
C: 1.877 2.557 3.025  -0.592
C: 0.745 1.157 -5.284  -0.583
C: -0.682 1.303 -3.357  -0.469
C: 3.652 -0.938 1.722  -0.832
C: -3.966 -3.752 0.858  -0.383
C: 0.522 -2.840 -2.278  0.178
C: 2.331 -1.199 1.361  0.294
C: -3.105 5.227 -0.294  -0.458
C: 1.419 2.184 0.676  0.636
C: 4.594 -0.717 0.743  -0.628
C: -0.939 4.367 -0.871  -0.589
C: -1.317 3.090 -0.457  0.225
C: 1.409 -1.562 3.762  -1.647
C: -1.824 5.430 -0.790  -0.676
C: 3.099 3.134 2.704  -0.573
C: -3.494 3.961 0.118  -0.654
C: -1.757 -2.800 1.403  0.570
C: -4.609 -3.950 3.553  -0.699
C: 1.292 -1.593 2.277  1.114
C: 0.784 -3.430 -3.689  0.660
C: 0.422 1.521 -2.535  0.633
C: 1.049 2.084 2.019  -0.551
C: -5.529 -4.332 2.586  -0.329
C: -0.524 1.123 -4.721  -0.669
H: -1.389 0.942 -5.347  0.420
H: -1.779 -0.014 0.274  0.409
H: -3.696 -3.666 -0.185  0.449
H: 2.204 -2.221 4.116  0.354
H: 3.741 3.519 3.487  0.391
H: -1.518 6.416 -1.117  0.391
H: -3.799 6.055 -0.233  0.370
H: 2.841 1.409 -4.912  0.411
H: 0.092 1.637 2.272  0.434
H: 0.873 0.998 -6.347  0.396
H: -4.495 3.800 0.499  0.406
H: 3.911 -0.940 2.771  0.531
H: -2.909 1.912 0.364  0.237
H: 4.436 3.682 1.122  0.437
H: -6.504 -4.698 2.881  0.386
H: 1.567 2.490 4.062  0.477
H: -1.674 1.270 -2.918  0.379
H: -2.636 -3.163 3.915  0.467
H: 2.556 1.768 -2.493  0.114
H: 0.462 -1.878 4.191  0.370
H: -5.920 -4.541 0.486  0.392
H: -4.865 -4.024 4.602  0.382
H: 1.632 -0.546 4.092  0.294
H: 0.062 4.520 -1.262  0.359
H: 2.955 2.869 -0.664  0.236
H: 4.921 -0.669 -1.394  0.502
H: 5.621 -0.495 1.001  0.437
H: 2.535 -1.034 -1.909  0.267

Cartesian forces, eV/Å:
Ge -0.309 -0.270 0.233
Mn -0.672 -0.592 -0.461
Cl -0.025 -0.001 0.028
Cl 0.017 0.033 0.005
Cl 0.008 -0.011 0.040
O 0.037 -0.079 0.031
O 0.075 0.030 0.060
O -0.548 -0.388 -0.153
N -0.640 -0.195 0.327
N 0.866 0.336 0.675
N 0.943 0.130 0.291
C 0.248 0.087 0.296
C 0.133 -0.053 -0.042
C -0.294 0.068 -0.297
C 0.102 0.016 -0.031
C 0.052 1.468 0.031
C -0.266 -0.093 0.029
C 0.071 0.009 -0.083
C -0.040 -0.020 0.010
C 0.076 -0.052 -0.012
C -0.007 0.008 0.058
C 0.004 -0.009 -0.025
C -0.010 -0.036 0.071
C -0.018 -0.032 -0.003
C 0.018 0.027 -0.008
C -0.359 -0.042 0.292
C 0.078 0.033 0.023
C 0.125 -0.352 -0.449
C 0.419 0.263 -0.635
C -0.023 0.014 -0.004
C -0.143 -0.099 -0.369
C -0.003 0.082 -0.371
C -0.020 -0.089 0.033
C 0.177 -0.265 -0.054
C 0.037 -0.004 -0.075
C 0.050 0.048 -0.028
C 0.035 -0.008 0.014
C -0.071 0.010 0.024
C 0.731 0.375 -0.173
C -0.011 -0.010 0.072
C -0.908 -0.341 0.206
C -0.028 0.047 -0.041
C 0.167 0.119 0.443
C 0.029 -0.061 -0.029
C -0.017 0.001 -0.034
C -0.037 -0.025 -0.039
H 0.004 0.012 0.005
H 0.008 -0.217 0.069
H -0.010 0.016 0.002
H 0.004 -0.005 0.013
H 0.004 -0.019 -0.010
H -0.008 0.001 0.008
H -0.003 -0.006 0.002
H -0.011 0.047 -0.014
H 0.005 0.016 0.028
H -0.005 0.011 0.000
H 0.007 0.001 0.010
H 0.043 0.047 -0.008
H -0.054 0.038 0.000
H -0.022 -0.003 -0.005
H 0.011 -0.018 0.010
H -0.012 -0.005 -0.017
H -0.010 -0.043 -0.048
H -0.034 0.003 0.024
H 0.026 -0.077 -0.043
H 0.051 -0.022 0.042
H -0.001 0.000 0.004
H 0.005 -0.002 -0.002
H 0.049 0.003 0.000
H -0.024 0.090 -0.018
H 0.016 0.021 0.028
H -0.034 0.059 -0.010
H 0.009 -0.074 0.049
H -0.064 0.046 0.002